# 1
The following is a DFT calculation (the ωB97M-V functional and the def2-TZVPD basis) of C14H14BrHfN4S2 as an isolated structure at a distorted geometry.

Each line ends with the Mulliken charge.
Positions of all 36 atoms, in Å:
Hf: -0.7913 0.5946 -0.1665  0.86
C: 0.5872 -3.9400 -3.7216  -0.71
S: 1.0398 -2.1944 -3.6586  0.08
C: 0.2139 -1.5639 -2.3297  0.67
S: 0.6759 0.1611 -2.0556  -0.22
N: -0.6249 -2.2233 -1.5921  -1.01
N: -1.1694 -1.4926 -0.5618  0.28
C: -2.0226 -2.0894 0.2038  -0.10
C: -2.6633 -1.3159 1.2702  0.74
C: -3.5457 -1.8766 2.1503  -0.83
C: -4.1255 -1.0621 3.1297  -0.25
C: -3.7899 0.2801 3.1912  -0.79
C: -2.8877 0.7817 2.2746  0.13
N: -2.3304 0.0076 1.3211  -0.20
H: 0.3491 -4.1492 -4.7625  0.36
H: -0.2703 -4.1378 -3.0854  0.27
H: 1.4503 -4.5229 -3.4094  0.32
H: -2.2720 -3.1328 0.0293  0.48
H: -3.7862 -2.9311 2.0815  0.48
H: -4.8343 -1.4809 3.8345  0.48
H: -4.2218 0.9372 3.9352  0.43
H: -2.6036 1.8270 2.2944  0.50
C: 1.3379 6.0493 -0.1669  -1.43
C: 1.2938 4.6606 0.4111  0.44
C: 2.1733 4.2426 1.4116  -0.24
C: 2.1572 2.9363 1.9077  -0.71
C: 1.2225 2.1131 1.3677  0.72
Br: 1.0871 0.2615 1.8630  0.02
N: 0.3342 2.4588 0.4294  -0.16
C: 0.3837 3.7300 -0.0489  -0.19
H: 1.7205 6.7622 0.5608  0.42
H: 0.3556 6.3825 -0.4981  0.41
H: 2.0066 6.0684 -1.0306  0.33
H: 2.8972 4.9436 1.8138  0.50
H: 2.8492 2.6002 2.6687  0.47
H: -0.3347 3.9932 -0.8159  0.46

Atoms 1-2, force components in eV/Å:
Hf 1.226 1.408 0.100
C -0.101 -0.017 0.012

Output
- frontier orbital gap (Eh) = 0.2120
- M (Da) = 560.82
- net charge = +3
- HOMO (eV) = -17.608
- strongest force on any atom (Eh/bohr) = 0.0364


# 2
The following is a DFT calculation (the ωB97M-V functional and the def2-TZVPD basis) of one molecule with the formula C14H14ClN3OS at a distorted geometry.

Each line ends with the Mulliken charge.
Positions of all 34 atoms, in Å:
C: 2.2719 3.3729 0.5642  -1.74
C: 1.6076 2.1140 0.1212  1.15
C: 0.3263 1.9552 -0.3425  0.49
N: 0.1248 0.6302 -0.6487  0.28
C: 1.2586 -0.0637 -0.3695  -0.31
C: 2.2110 0.8235 0.1056  0.52
C: 3.5146 0.4938 0.4854  -0.11
N: 4.5878 0.2147 0.7847  -0.59
N: 1.3859 -1.4403 -0.5891  -0.15
C: 0.7209 -2.3784 0.1285  0.56
O: -0.1060 -2.1368 0.9742  -0.54
C: 1.1056 -3.8182 -0.1978  -0.50
H: 1.9158 -4.1268 0.4660  0.29
H: 0.2408 -4.4615 -0.0355  0.36
Cl: 1.6658 -4.0441 -1.8721  -0.21
H: 2.1547 -1.7482 -1.1721  0.29
C: -1.0855 0.0672 -1.1914  -1.47
C: -2.0316 -0.4339 -0.1427  0.69
C: -2.8553 -1.5129 -0.2208  -0.42
C: -3.6284 -1.6992 0.9464  -0.48
C: -3.3770 -0.7608 1.8913  -0.56
S: -2.1966 0.3725 1.3781  -0.10
H: -3.8067 -0.6620 2.8681  0.45
H: -4.3312 -2.5027 1.0741  0.39
H: -2.9051 -2.1596 -1.0790  0.46
H: -1.5728 0.8399 -1.7977  0.45
H: -0.8200 -0.7673 -1.8497  0.33
C: -0.7273 2.9856 -0.5418  -1.66
H: -0.3829 3.9314 -0.1352  0.43
H: -1.6493 2.7052 -0.0348  0.30
H: -0.9434 3.1288 -1.6020  0.30
H: 3.2932 3.1640 0.8726  0.38
H: 2.2951 4.1040 -0.2437  0.35
H: 1.7384 3.8134 1.4059  0.36

Atoms 1-2, force components in eV/Å:
C -0.156 0.015 -0.064
C -0.128 -0.160 -0.094

Output
- frontier orbital gap (Eh) = 0.3284
- M (Da) = 307.81
- HOMO (eV) = -8.398
- structure (SMILES) = Cc1c(C#N)c(NC(=O)CCl)n(Cc2cccs2)c1C
- strongest force on any atom (Eh/bohr) = 0.0259


# 3
The following is a DFT calculation (the ωB97M-V functional and the def2-TZVPD basis) of one molecule with the formula C14H14ClNO2.

Each line ends with the Mulliken charge.
Positions of all 32 atoms, in Å:
C: -4.7503 -2.1632 0.8410  -1.21
C: -3.7518 -1.4123 0.0341  0.40
C: -2.9729 -1.7821 -1.0199  -0.60
C: -2.2226 -0.6359 -1.3870  -0.31
C: -2.5969 0.3547 -0.5325  0.27
O: -3.5247 -0.1131 0.3389  -0.36
C: -2.1471 1.7687 -0.3901  -0.87
H: -1.9043 2.1676 -1.3755  0.33
H: -2.9550 2.3542 0.0510  0.37
C: -0.8987 1.8686 0.4969  -0.76
C: 0.3323 1.3466 -0.2325  0.61
O: 0.4244 1.3165 -1.4365  -0.63
N: 1.3216 0.9570 0.6273  -0.10
C: 2.6028 0.4823 0.3355  0.38
C: 3.0574 0.2773 -0.9648  -0.25
C: 4.3390 -0.1905 -1.1859  -0.72
C: 5.1739 -0.4573 -0.1131  0.33
C: 4.7347 -0.2605 1.1865  -0.68
C: 3.4542 0.2069 1.4053  -0.48
H: 3.1108 0.3615 2.4186  0.32
H: 5.3891 -0.4705 2.0177  0.40
Cl: 6.7778 -1.0402 -0.3932  -0.22
H: 4.6893 -0.3476 -2.1937  0.40
H: 2.4058 0.4875 -1.7957  0.50
H: 1.1273 1.0427 1.6157  0.22
H: -0.7099 2.9172 0.7438  0.36
H: -1.0548 1.3186 1.4267  0.43
H: -1.5025 -0.5540 -2.1745  0.56
H: -2.9376 -2.7477 -1.4816  0.44
H: -5.7328 -1.6993 0.7590  0.29
H: -4.8104 -3.1872 0.4852  0.32
H: -4.4683 -2.1667 1.8935  0.29

Atoms 1-2, force components in eV/Å:
C 0.125 0.383 0.012
C 0.117 -0.802 -0.437

Output
- frontier orbital gap (Eh) = 0.3217
- M (Da) = 263.72
- HOMO (eV) = -8.141
- structure (SMILES) = Cc1ccc(CCC(=O)Nc2ccc(Cl)cc2)o1
- strongest force on any atom (Eh/bohr) = 0.0179
- relative energy (zero: lowest compared OMol25 entry of this formula, charge and spin) (kcal/mol) = 5.3


# 4
The following is a DFT calculation (the ωB97M-V functional and the def2-TZVPD basis) of C14H14FeN2O3S as an isolated structure at a distorted geometry.

Each line ends with the Mulliken charge.
Positions of all 35 atoms, in Å:
C: 0.5235 -1.0539 -1.8606  -0.25
C: -0.7560 -1.4677 -1.4230  -0.38
C: -0.5971 -2.5904 -0.5240  -0.49
C: 0.8293 -2.8804 -0.4067  -0.87
C: 1.5182 -1.8336 -1.1949  -0.39
Fe: 0.5098 -1.1571 0.5098  0.45
N: -0.4878 2.1889 -0.9302  -0.35
C: -1.4449 3.1954 -0.9853  -0.30
C: -1.6392 1.8705 -0.0905  -0.45
H: -1.4150 -3.1456 -0.0695  0.44
H: -1.7001 -1.1054 -1.8345  0.56
H: 1.3114 -3.6185 0.2448  0.60
H: 2.5992 -1.7340 -1.3332  0.45
H: 0.7091 -0.3188 -2.6469  0.38
H: -2.3234 1.0906 -0.4260  0.20
H: -1.9998 3.2059 -1.9120  0.20
H: 0.2752 2.3742 -0.2598  0.26
H: -1.4818 1.9600 1.0058  0.17
H: -1.2262 4.1541 -0.5121  0.27
O: 0.2553 1.7217 2.4529  -0.80
C: 0.8837 0.7158 2.8541  0.24
N: 0.9490 -0.4737 2.1545  -0.31
S: 2.0405 -1.6417 2.7632  1.06
O: 1.3308 -2.8487 3.1264  -0.64
O: 3.1819 -1.7736 1.8810  -0.63
C: 2.3751 -0.6091 4.1297  0.57
C: 3.2602 -0.9609 5.1355  -0.59
C: 3.4445 -0.0341 6.1609  -0.59
C: 2.7589 1.1948 6.1469  -0.45
C: 1.8868 1.5172 5.1032  -0.48
C: 1.6895 0.5875 4.0789  -0.29
H: 3.7645 -1.9225 5.0911  0.37
H: 4.1271 -0.2689 6.9705  0.34
H: 2.9163 1.9057 6.9629  0.33
H: 1.3513 2.4646 5.0494  0.39

Atoms 1-2, force components in eV/Å:
C 0.137 -0.390 0.111
C 0.233 -0.885 -0.067

Output
- 2S+1 = 6
- frontier orbital gap (alpha / beta) (Eh) = 0.1566 / 0.2960
- M (Da) = 346.19
- ⟨S²⟩ = 8.78
- net charge = -1
- HOMO (alpha / beta) (eV) = -1.052 / -5.319
- strongest force on any atom (Eh/bohr) = 0.0676
- relative energy (zero: lowest compared OMol25 entry of this formula, charge and spin) (kcal/mol) = 27.0


# 5
The following is a DFT calculation (the ωB97M-V functional and the def2-TZVPD basis) of C14H14MoN4O2S5 as an isolated structure.

Each line ends with the Mulliken charge.
Positions of all 40 atoms, in Å:
Mo: 0.4558 -1.4603 -0.2210  0.97
O: -0.7771 0.0957 0.3183  -0.48
N: -1.8621 -0.1968 0.9420  -0.21
N: -2.0338 -1.4342 1.0584  0.95
O: -1.0612 -2.2854 0.6232  -0.71
C: -3.1741 -2.0088 1.7444  0.45
C: -4.3985 -1.3804 1.6179  -0.34
C: -5.4752 -1.9209 2.3026  -0.56
C: -5.3115 -3.0637 3.0746  -0.49
C: -4.0691 -3.6762 3.1732  -0.59
C: -2.9775 -3.1467 2.5026  -0.32
H: -4.5079 -0.4963 1.0051  0.48
H: -6.4449 -1.4491 2.2246  0.39
H: -6.1585 -3.4797 3.6027  0.41
H: -3.9451 -4.5630 3.7794  0.39
H: -2.0001 -3.6007 2.5787  0.39
C: 1.6988 0.8304 2.2785  -1.14
C: 2.6269 -0.0456 1.5176  0.43
N: 2.3490 -0.9320 0.5448  -0.02
C: 3.5728 -1.4912 0.1469  -0.60
C: 4.5598 -0.9456 0.8757  -0.63
N: 3.9419 -0.0492 1.7276  -0.02
H: 0.7047 0.8300 1.8425  0.25
H: 2.0692 1.8555 2.2694  0.39
H: 1.6342 0.5024 3.3167  0.35
H: 3.6463 -2.2145 -0.6435  0.53
H: 5.6241 -1.0985 0.8656  0.40
H: 4.4089 0.5311 2.4096  0.22
C: 0.4524 -5.0484 -0.2377  -0.90
S: 1.2893 -3.6782 -1.0860  0.20
C: 0.5591 -3.6975 -2.6909  0.11
C: 0.0914 -2.5057 -3.2583  0.43
S: 0.0035 -0.9779 -2.4338  -0.10
S: -0.4450 -2.6368 -4.8547  0.07
C: -0.1791 -4.3326 -5.0525  0.12
S: -0.4828 -5.1526 -6.4224  0.06
S: 0.5316 -5.0628 -3.6599  0.10
H: 1.0569 -5.2516 0.6438  0.34
H: 0.4453 -5.9332 -0.8695  0.46
H: -0.5544 -4.7489 0.0391  0.23

Atoms 1-2, force components in eV/Å:
Mo 0.390 -0.316 -0.610
O -0.180 0.215 0.215

Output
- 2S+1 = 3
- frontier orbital gap (alpha / beta) (Eh) = 0.2730 / 0.1779
- M (Da) = 526.57
- ⟨S²⟩ = 2.05
- net charge = +2
- HOMO (alpha / beta) (eV) = -14.329 / -14.140
- strongest force on any atom (Eh/bohr) = 0.0154
- relative energy (zero: lowest compared OMol25 entry of this formula, charge and spin) (kcal/mol) = 0.0


# 6
The following is a DFT calculation (the ωB97M-V functional and the def2-TZVPD basis) of one molecule with the formula C14H14N2 at a distorted geometry.

Each line ends with the Mulliken charge.
Positions of all 30 atoms, in Å:
C: -0.0577 -3.7146 -0.2222  -0.47
C: 0.2244 2.6208 2.8558  -0.53
C: -0.8905 -3.2355 -1.2462  -0.77
C: -0.6806 3.1543 1.9510  -0.69
C: 0.6038 -2.8182 0.5893  -0.74
C: 0.8338 1.3895 2.5856  -0.64
C: -1.0096 -1.8682 -1.4381  0.06
C: -0.9408 2.4946 0.7620  -0.54
C: 0.4903 -1.4481 0.3847  0.54
C: 0.5520 0.6918 1.4110  0.37
C: -0.3291 -0.9242 -0.6607  -0.60
C: -0.3277 1.2538 0.4614  -0.08
N: 1.1043 -0.5864 1.2815  -0.18
N: 0.3823 0.3130 -3.1029  -0.56
C: -0.5868 0.5601 -0.8495  0.46
C: 0.3658 1.1334 -1.9181  -0.68
H: -0.0237 -4.7987 0.0007  0.32
H: 0.4883 3.1113 3.7888  0.37
H: -1.4585 -3.9207 -1.8621  0.39
H: -1.2122 4.0594 2.1610  0.40
H: 1.1943 -3.1528 1.4220  0.34
H: 1.4994 0.9800 3.3490  0.31
H: -1.6915 -1.5460 -2.1843  0.41
H: -1.5832 2.9796 0.0433  0.43
H: 1.5669 -0.9985 2.0893  0.29
H: 0.8154 -0.5977 -2.9359  0.24
H: 0.8459 0.8176 -3.8516  0.25
H: -1.6247 0.6877 -1.1520  0.60
H: 0.0456 2.1765 -2.1757  0.38
H: 1.4040 1.1861 -1.5371  0.34

Atoms 1-2, force components in eV/Å:
C -0.675 -0.608 -0.257
C 0.489 -0.813 -0.053

Output
- frontier orbital gap (Eh) = 0.3116
- M (Da) = 210.28
- HOMO (eV) = -7.538
- structure (SMILES) = NCC1c2ccccc2Nc2ccccc21
- strongest force on any atom (Eh/bohr) = 0.0253
- relative energy (zero: lowest compared OMol25 entry of this formula, charge and spin) (kcal/mol) = 0.0